[1]
Molecular formula: C22H26ClGaN5O9S2
Method: DFT, ωB97M-V/def2-TZVPD

Lowest unoccupied orbital energy = -2.21 eV
E = -135673.42705 eV

```
! wB97M-V def2-TZVPD RIJCOSX def2/J DEFGRID3
* xyz 1 1
Ga 0.154 -0.023 0.597
N 5.257 1.590 -5.764
C 4.790 1.012 -4.614
C 3.553 0.348 -4.605
C 3.066 -0.203 -3.441
C 3.808 -0.102 -2.267
C 5.032 0.555 -2.256
C 5.520 1.105 -3.422
S 3.187 -0.782 -0.793
O 2.495 -2.028 -1.120
O 4.240 -0.874 0.177
N 1.996 0.193 -0.278
C 2.258 1.362 0.375
N 3.353 2.101 0.277
C 3.349 3.215 1.002
C 2.289 3.617 1.810
C 1.192 2.783 1.859
N 1.189 1.660 1.149
H 4.842 1.327 -6.640
H 6.222 1.866 -5.807
H 2.983 0.269 -5.522
H 2.117 -0.723 -3.439
H 5.589 0.628 -1.333
H 6.475 1.615 -3.419
H 4.243 3.825 0.932
H 2.330 4.531 2.381
H 0.318 2.982 2.466
O -2.683 -0.069 3.734
Cl -2.093 -0.738 2.641
O -1.404 -1.924 3.010
O -1.059 0.250 2.089
O -3.026 -0.984 1.585
C -2.962 -0.307 -1.623
S -1.968 1.169 -1.728
O -0.771 0.917 -0.816
C -3.001 2.346 -0.907
C -3.225 3.538 -1.582
C -4.006 4.516 -0.981
C -4.534 4.295 0.282
C -4.293 3.099 0.952
C -3.526 2.113 0.360
H -3.192 -0.534 -0.584
H -2.377 -1.110 -2.068
H -3.867 -0.128 -2.202
H -2.795 3.699 -2.563
H -4.195 5.447 -1.497
H -5.139 5.059 0.751
H -4.709 2.933 1.937
H -3.344 1.180 0.874
O 1.074 -1.708 1.579
C 0.431 -2.388 0.755
O -0.403 -1.832 -0.022
C 0.720 -3.869 0.678
N 2.220 -4.010 0.744
C 2.536 -5.304 0.071
C 1.608 -5.258 -1.135
C 0.314 -4.617 -0.599
H 0.303 -4.327 1.575
H 2.574 -3.914 1.694
H 2.607 -3.230 0.169
H 2.287 -6.111 0.760
H 3.596 -5.338 -0.167
H 1.446 -6.249 -1.553
H 2.051 -4.628 -1.905
H -0.433 -5.370 -0.358
H -0.123 -3.926 -1.315
*
```

Atom charges from the Löwdin analysis, given in e for atoms 1 to 5: Ga 0.314; N 0.120; C -0.309; C -0.021; C -0.056

---

[2]
Molecular formula: C22H26CoN4O2SSiTe
Method: DFT, ωB97M-V/def2-TZVPD

Lowest unoccupied orbital energy (alpha / beta) = -0.30 / -0.64 eV
E = -96920.45113 eV

```
! wB97M-V def2-TZVPD RIJCOSX def2/J DEFGRID3
* xyz 0 4
Co 0.645 -1.240 0.931
C 1.212 4.777 0.120
C 1.881 3.732 0.742
C 1.238 2.527 0.978
C -0.093 2.354 0.582
C -0.750 3.409 -0.059
C -0.105 4.618 -0.278
Si -1.047 0.780 0.738
C -1.558 0.194 2.443
C -0.758 0.337 3.580
C -1.244 0.004 4.833
C -2.535 -0.488 4.975
C -3.351 -0.623 3.861
C -2.866 -0.273 2.609
H 1.721 5.715 -0.064
H 2.915 3.850 1.038
H 1.780 1.694 1.414
H -1.776 3.286 -0.387
H -0.629 5.430 -0.767
H -2.365 1.046 0.106
H 0.259 0.690 3.479
H -0.612 0.121 5.703
H -2.905 -0.756 5.956
H -4.366 -0.984 3.970
H -3.528 -0.336 1.752
O 1.567 -0.420 2.320
O 2.325 -1.472 1.692
Te -0.127 -0.672 -1.457
C 1.376 0.708 -1.970
C 1.205 1.865 -2.676
C 2.412 2.598 -2.808
C 3.456 1.982 -2.186
S 2.986 0.536 -1.412
H 0.254 2.177 -3.081
H 2.496 3.538 -3.333
H 4.479 2.317 -2.131
C -1.615 -3.468 1.036
N -1.995 -4.781 1.535
C -1.935 -4.748 3.001
N -0.597 -4.416 3.492
C -0.235 -3.103 2.984
N -0.262 -3.074 1.487
C 0.693 -4.123 1.013
N 0.338 -5.443 1.504
C -1.018 -5.760 1.059
C 0.347 -5.404 2.969
H -2.331 -2.730 1.399
H -1.624 -3.472 -0.057
H -2.221 -5.730 3.383
H -2.641 -4.002 3.372
H 0.773 -2.823 3.294
H -0.944 -2.363 3.355
H 1.686 -3.840 1.362
H 0.686 -4.123 -0.078
H -1.293 -6.746 1.437
H -1.036 -5.782 -0.033
H 1.351 -5.151 3.313
H 0.079 -6.391 3.351
*
```

Atom charges from the Löwdin analysis, given in e for atoms 1 to 5: Co 0.236; C -0.085; C -0.075; C -0.096; C -0.336